Entry 1:
The following is a quantum chemistry calculation of 14 unconnected molecules or ions with the total composition C44H124N8O20, from the OMol25 dataset.

Calculated values
energy relative to the best compared isomer or geometry (same formula, charge and spin): 50.22 kcal/mol
electronic energy: -3693.334712 hartree

The geometry in XYZ format:
```
196
Properties=species:S:1:pos:R:3:forces:R:3:lowdin_charge:R:1
C -0.82752 5.21738 -0.02494 -0.835 -1.257 0.671 -0.05
C -3.87194 -4.06001 -1.82218 1.081 -0.091 1.137 -0.17
H -4.35106 -0.86628 -2.52245 -0.025 0.458 0.552 0.06
H -4.45617 -4.27436 -0.92274 -0.342 -0.440 -0.283 0.12
O -5.48162 -3.48936 2.00090 0.495 0.844 -0.456 -0.09
H 1.37529 3.72058 7.72114 0.359 0.105 0.353 0.07
H -6.32703 -3.92960 1.89572 0.195 -0.465 0.172 0.08
H -2.94067 1.69413 -0.62888 0.162 -0.108 0.068 0.07
H -0.63662 0.84508 8.99507 0.082 -0.017 -0.037 0.07
H -0.57162 -1.02909 -2.82312 0.181 0.014 0.068 0.08
H 3.82264 4.33351 -3.14707 -0.101 -0.374 0.363 0.13
C 0.60373 -4.80219 -3.11705 0.625 -1.141 -0.851 -0.24
H 5.35772 1.50174 2.06281 0.057 0.043 0.119 0.07
H -3.81722 4.53159 -4.86239 -0.064 -0.226 -0.148 0.09
O 3.52444 6.34171 -3.26745 0.447 -0.725 -0.025 -0.19
H 3.96735 -2.48943 2.33453 0.039 0.564 -0.013 0.06
H -0.05781 -4.65796 -5.18647 0.305 -0.208 0.075 0.12
C 1.71096 4.85976 -3.02701 -1.454 -0.930 0.383 -0.44
H 4.68199 0.29303 -1.93765 0.031 -0.397 0.594 0.07
H 2.61732 -1.43967 6.56916 0.332 0.116 -0.764 0.10
H -1.03075 1.13262 -4.19088 -0.640 -0.369 -0.114 0.06
C 3.22452 -2.34878 6.67718 -1.242 0.274 0.781 -0.24
H 1.81974 2.70314 -2.78155 0.028 0.026 -0.077 0.06
O 2.29227 -3.33110 7.10734 -0.255 -0.230 0.339 -0.07
C 6.97492 1.89765 0.88077 -1.545 0.162 -0.036 -0.42
H 3.23482 5.14739 -1.59655 0.394 -0.285 0.035 0.13
C 1.23748 3.54121 -2.39508 0.527 0.481 -0.064 -0.08
H 1.12614 5.67626 -2.58264 0.265 0.037 0.431 0.13
H 5.60434 -1.73427 -3.15876 0.123 0.054 -0.397 0.08
H -3.81816 -0.04949 -7.96274 0.250 -0.163 0.438 0.13
H -1.15531 -3.18079 -3.14529 -0.287 0.051 -0.001 0.03
H -4.23298 2.79613 -7.55376 -0.176 -0.060 -0.489 0.07
H 7.74851 1.10068 -0.87371 -0.080 0.140 -0.446 0.13
N -1.07831 1.50856 8.37087 -0.119 0.292 0.144 0.05
H -4.38453 -3.25523 -2.34744 -0.059 -0.363 -0.554 0.11
C 0.21043 -0.91155 -0.88670 -1.060 -0.004 -0.044 -0.37
H -0.98447 -6.73314 2.11363 -0.089 -0.047 0.056 0.12
H -0.63175 2.94192 6.92391 -0.352 -0.001 0.160 0.13
H -3.29159 4.56328 2.36847 -0.040 -0.186 0.073 0.13
H -0.89709 -4.37781 2.90634 -0.067 0.343 -0.096 0.11
H -2.95647 2.20763 3.17590 -0.099 -0.113 0.081 0.09
H -4.63729 2.93239 -1.62787 0.425 0.312 -0.069 0.12
H 0.06930 5.83163 -0.08187 -0.465 0.664 -0.122 0.07
H -2.26908 -2.82876 4.58753 -0.901 -0.432 0.304 0.10
H -0.84535 -5.73001 0.67328 0.246 0.348 0.220 0.12
H 4.71002 -3.11285 -3.86269 0.133 0.272 -0.662 0.09
H -5.65571 1.84683 -2.46772 0.035 -0.198 -0.257 0.13
H -2.51650 -5.15140 3.14559 0.474 -0.054 0.505 0.13
H 5.12719 -3.51688 1.51837 -0.487 -0.344 0.204 0.08
C 4.60666 1.26163 -1.42090 -0.178 -1.239 -0.860 -0.11
C -4.66732 2.30255 -2.52773 0.023 0.734 -0.133 -0.17
H -3.42836 -1.81103 6.76845 -0.061 0.053 0.035 0.12
H 6.44207 0.08371 -0.46549 -0.297 0.024 0.887 0.11
C -1.88358 -2.75086 5.61070 0.627 1.334 -0.236 -0.27
H -1.69824 2.11869 -7.71038 0.330 0.096 0.349 0.13
O -2.25596 2.98519 1.44372 0.285 0.439 -0.211 -0.21
H -0.10819 1.02289 -5.69084 0.276 0.134 0.322 0.10
H 5.37731 -3.98958 6.17467 -0.076 0.340 0.120 0.09
N -0.87421 -1.09636 -1.85770 -0.036 0.163 -0.322 0.05
N -3.12577 0.86201 -1.19070 -0.733 1.321 1.017 0.05
O -2.71275 -6.47296 1.00372 0.688 0.356 0.118 -0.07
H 1.52264 1.93121 6.21361 0.044 0.021 -0.136 0.11
C 4.62074 -2.53916 1.47388 1.976 -1.344 -1.431 -0.06
C -1.48695 -5.95809 1.52994 -0.151 -0.230 -0.106 -0.23
H -6.28191 -1.62710 2.38925 0.699 0.458 0.167 0.12
O 4.59914 -4.02405 5.61321 0.020 -0.803 -0.211 -0.06
C -3.55279 -5.30571 -2.63934 -1.593 -0.246 -1.368 -0.23
H 4.89061 -3.89220 -1.19160 -0.371 -0.156 -0.315 0.13
C -3.55006 3.91655 -4.00294 -1.076 -0.270 0.385 -0.08
H 0.40649 4.66806 -4.62926 -0.083 -0.091 0.336 0.06
H 0.51386 -2.44800 2.06468 -0.320 -0.361 0.536 0.08
C 0.12595 -4.02369 -4.31918 -1.371 0.608 0.194 -0.21
C 6.73159 1.14119 -0.46268 1.134 0.438 -0.049 -0.20
O -2.72392 -0.50933 5.36947 0.339 -0.012 0.497 -0.07
H -4.63215 0.22171 -0.12830 0.333 0.167 0.353 0.04
C -2.75133 4.32858 1.44809 0.085 -0.822 -0.529 -0.19
H -3.44026 4.62428 -3.17626 0.650 -0.176 0.159 0.09
H -2.81077 1.06154 1.86921 -0.135 0.057 -0.334 0.07
H 7.42654 2.86323 0.64219 0.440 -0.271 -0.317 0.13
C -2.47027 -1.53642 6.32670 -0.685 -0.623 -0.664 -0.24
H 1.59046 5.75896 -4.80556 0.072 -0.173 -0.283 0.07
N -4.45371 1.81985 -7.35071 0.399 0.703 0.465 0.04
H 0.86237 -1.78464 -0.90174 0.337 0.164 0.247 0.11
C 7.83132 1.06145 1.79838 1.162 -0.370 -1.032 -0.07
H 1.04829 -1.38707 3.31052 -0.089 0.489 -0.003 0.08
H -2.77196 -5.98114 0.17584 -0.650 -0.518 -0.239 0.04
O -1.96846 -3.90801 6.42869 0.464 0.291 -0.848 -0.04
H -2.24380 6.30750 1.27801 0.101 0.130 -0.376 0.13
C 0.25275 -1.50566 2.57075 1.665 -1.478 -0.576 -0.11
C 0.65324 1.36282 6.56120 0.262 0.701 -0.366 -0.18
C -3.42991 1.33151 -9.51898 0.905 -0.435 0.238 -0.07
H -4.40195 -5.62647 -3.26471 -0.403 0.801 0.164 0.12
C -1.79303 -4.76684 2.42169 -1.046 -0.742 -0.418 -0.22
H -2.92893 2.28603 -9.70009 -0.615 0.405 0.150 0.07
H 5.30694 6.59411 -2.25484 -0.079 -0.216 0.106 0.09
O -2.53075 -3.78452 1.68888 0.568 0.448 -0.132 -0.10
C -0.10317 2.24184 7.57695 0.028 -0.355 -0.264 -0.43
C -0.51203 -0.81426 0.47253 0.184 0.881 0.073 -0.17
H -1.31101 -4.49235 6.03493 -0.166 -0.358 0.407 0.08
C -3.57146 1.27536 -2.52730 0.647 -2.759 0.186 -0.38
H -0.18400 -5.36609 -2.61482 -0.204 0.277 -0.082 0.12
H 3.90500 1.73419 -2.11040 0.372 1.038 0.332 0.07
H -3.02953 -7.14855 -2.47342 0.061 -0.168 0.187 0.09
H 5.05464 2.64662 0.99087 0.221 0.250 -0.058 0.06
H 5.62369 -2.32454 -1.00841 0.071 0.249 -0.521 0.11
O 5.89607 1.82488 -1.37054 -0.256 0.774 0.082 -0.17
H 5.54684 -1.95347 1.45843 -0.565 0.879 0.398 0.06
H -1.51178 5.24775 -0.87488 0.412 0.386 -0.340 0.07
H 0.86912 -3.26469 -4.59402 0.124 -0.057 -0.008 0.12
C -5.78200 -2.12803 1.55508 -1.568 -0.795 0.611 -0.20
H 8.88044 1.18389 1.50995 0.059 0.269 0.339 0.08
C 0.83129 3.10521 8.43806 -0.421 -0.625 -0.688 -0.06
H 2.21960 -4.06165 6.48829 0.324 0.036 -0.117 0.08
N -0.81216 5.47457 2.43893 0.464 -0.294 1.025 0.04
H -3.45956 -3.87748 1.93921 -0.165 0.077 -0.067 0.05
H 0.27700 1.10733 -1.68782 -0.273 -0.145 0.100 0.06
H 4.14650 1.12838 -0.44050 -0.039 0.030 -0.004 0.08
H 3.40379 -1.50807 0.09543 0.256 0.134 -0.627 0.13
H -2.69224 3.29600 -4.25226 0.376 0.381 0.265 0.05
H 7.69165 0.00306 1.55803 -0.463 -0.088 0.602 0.07
C 4.61606 -2.11341 -3.43333 0.215 -0.633 1.542 -0.07
C 0.94750 0.39509 -1.20143 -0.555 -0.304 0.181 -0.03
H 0.24769 3.74667 9.09340 0.014 -0.052 0.075 0.08
H 5.12869 7.47970 -3.70698 0.074 -0.251 -0.465 0.09
C 4.92537 6.49633 -3.28245 0.238 1.191 1.096 -0.13
O -2.63123 -3.50006 -1.31878 0.053 -0.160 -0.337 -0.12
H -1.79614 -1.25083 7.13595 0.029 0.269 -0.014 0.11
H 1.17427 1.91326 4.06788 0.094 -0.428 0.102 0.09
H 7.70194 1.30842 2.84707 -0.058 -0.116 0.003 0.08
H 1.76349 0.24313 -1.90838 0.328 -0.010 0.356 0.07
C -3.44820 0.97543 -8.00055 -0.395 0.461 -0.913 -0.42
O -1.14714 -3.39059 -4.08708 0.618 -0.027 0.065 -0.09
H -4.42048 1.25048 -9.95912 -0.128 0.462 0.210 0.07
O -4.66811 3.07658 -3.72904 -0.464 -0.121 -0.149 -0.19
H 3.82951 -2.09670 7.55670 0.564 -0.402 -0.305 0.12
H -0.69207 -1.64168 3.10435 -0.359 0.758 -0.466 0.07
H 1.27724 -5.55760 -3.55583 0.137 -0.053 0.350 0.12
H 0.18862 3.34355 -2.61814 -0.063 0.096 0.176 0.07
H -1.20609 0.03388 0.44982 0.158 0.204 -0.193 0.11
H -1.44722 0.33941 -7.87016 0.482 0.229 0.026 0.13
H -2.67399 -3.41076 -0.35568 0.077 -0.210 0.138 0.04
O 3.89752 -2.29373 -2.20073 -0.195 0.099 -0.581 -0.23
H -2.26136 0.32473 -1.22397 -0.176 -0.181 -0.438 0.03
C 3.16953 5.07919 -2.68633 -0.665 1.149 -1.213 -0.19
C 4.65358 -2.82478 -1.13833 0.100 0.968 1.502 -0.20
H -4.26949 -1.95371 0.09242 0.000 0.494 -0.362 0.10
H -1.17925 -1.64663 0.71504 0.427 -0.458 -0.210 0.11
H 2.90760 -4.34965 0.56915 0.441 0.055 -0.106 0.08
C -3.96813 -0.08344 -3.17796 0.234 0.271 -1.277 -0.03
H 1.50400 2.47506 9.02067 0.150 0.165 0.072 0.08
H -3.78463 -1.31136 1.66595 0.025 -0.611 0.085 0.12
H -3.43300 4.32178 0.59140 -0.275 0.723 0.086 0.12
O -2.08434 0.93218 -6.02025 -1.294 -0.225 1.374 -0.19
H 4.09745 -1.37784 -4.04023 -0.153 -0.235 -0.131 0.09
C -4.61739 -1.37700 0.95398 0.260 -0.107 1.205 -0.26
C -2.04487 1.12767 -7.39430 -0.431 -0.586 -1.133 -0.22
C 0.10526 1.89024 4.31381 0.703 0.825 0.396 -0.09
H -0.10249 2.92350 4.61465 -0.432 0.115 -0.450 0.09
O -3.30223 -6.46707 -1.85427 0.715 0.613 0.469 -0.06
N 2.70872 -3.37239 0.39455 -0.688 0.301 -0.586 0.05
H -2.80585 -5.10051 -3.41219 0.545 0.178 0.594 0.10
N 5.77819 2.32219 1.62836 -0.634 -0.718 -0.136 0.03
H 5.52088 5.69952 -3.73311 -0.420 -0.099 -0.459 0.09
O -5.00860 -0.04052 0.74012 -0.581 -0.342 -1.028 -0.09
H -4.28933 1.83464 -6.34282 -0.205 -0.614 0.029 0.05
H 2.01116 -3.59658 -2.58578 0.029 0.095 0.341 0.07
H 1.21412 0.84244 -0.24439 0.693 0.084 -0.221 0.08
C -3.11711 2.08073 2.09448 0.399 -0.101 1.693 -0.12
O 0.42173 -0.56128 1.52464 -0.963 0.169 0.547 -0.19
O 1.27340 -4.04203 -2.13986 0.005 0.374 -0.298 -0.08
H -0.96021 2.50830 -5.29878 -0.030 0.068 0.027 0.07
H -1.89661 -0.02506 5.23622 0.049 0.113 0.050 0.04
H 3.29192 -2.92742 4.59625 -0.205 0.064 0.191 0.11
H -0.32229 4.61281 2.66004 -0.369 -0.261 -0.200 0.06
H -4.69095 0.00403 -3.99398 0.056 0.290 -0.028 0.08
H -1.74288 1.00719 7.79494 0.032 0.035 -0.086 0.06
H 4.69083 -2.02140 5.12082 -0.096 0.128 0.136 0.12
H 1.06523 0.42918 6.94476 -0.371 -0.142 0.325 0.11
H -0.40676 4.20673 -0.01191 -0.227 -0.136 0.034 0.06
N 1.38854 4.82861 -4.44984 1.086 0.445 -0.460 0.05
H -2.81081 0.67737 -10.14297 0.032 -0.463 0.472 0.07
C 3.96641 -2.77919 5.44401 0.606 0.496 -0.212 -0.26
H 1.40543 3.60828 -1.31952 -0.254 -0.265 0.052 0.07
C 3.85830 -2.50134 0.13953 -0.842 -0.633 1.722 -0.41
H -2.67070 1.59305 -3.05657 -0.431 0.601 -0.329 0.09
H -0.86002 -2.42019 5.36833 0.419 -0.561 0.488 0.11
O -0.17794 1.06277 5.42831 0.238 -0.646 -0.063 -0.22
H -0.05518 6.13272 2.29836 -0.248 0.269 -0.150 0.07
C -1.66875 5.37624 1.27542 0.861 0.313 -0.604 -0.43
H -6.62842 -2.24759 0.86885 0.414 0.358 -0.635 0.12
H -1.34976 -1.98444 -1.74709 -0.108 0.039 0.214 0.04
H 2.07981 -3.32964 -0.39732 -0.131 -0.284 0.174 0.02
H -4.19525 2.20433 1.97029 0.108 0.133 -0.741 0.09
H -0.40355 1.58883 3.40164 -0.441 -0.114 0.302 0.08
C -1.03074 1.41553 -5.24112 1.405 0.308 -1.395 -0.12
H -3.06530 -0.49743 -3.63332 -0.058 -0.153 -0.022 0.06
```
Positions in Å, forces in eV/Å.

=====

Entry 2:
The following is a quantum chemistry calculation of a single C4H5N3 molecule, from the OMol25 dataset.

Calculated values
energy relative to the best compared isomer or geometry (same formula, charge and spin): 105.39 kcal/mol
electronic energy: -319.544259 hartree
SMILES: C1=NN=C[C@H]2N[C@@H]12

The geometry in XYZ format:
```
12
Properties=species:S:1:pos:R:3:forces:R:3:lowdin_charge:R:1
C 0.23795 1.18852 -0.53603 0.742 -2.784 -0.477 -0.15
C -0.37484 -0.00217 -1.34867 -1.087 3.658 -0.810 -0.12
H -0.92828 0.94284 0.99395 -4.480 -2.384 1.297 0.05
C 0.96077 0.56713 0.76209 0.100 -0.675 -0.530 -0.19
H -0.57599 0.35791 -2.38818 0.138 -0.815 0.643 0.11
C 0.60241 -0.87333 0.86307 -0.495 -0.939 0.817 -0.12
H 1.73609 1.10485 1.29285 0.873 -0.927 -0.421 0.13
N -0.39586 -1.50236 0.30770 0.607 0.021 -0.343 0.00
N -0.15799 1.41593 0.79534 1.490 3.049 -0.754 0.04
H 1.06649 -1.59484 1.56953 0.137 1.153 -0.138 0.11
N -0.94518 -1.07830 -0.94203 1.865 1.022 1.042 0.03
H 0.63724 2.06138 -1.03806 0.110 -0.379 -0.325 0.12
```
Positions in Å, forces in eV/Å.

=====

Entry 3:
The following is a quantum chemistry calculation of a molecular structure, C12H15BBaN2O4, from the OMol25 dataset.

Calculated values
electronic energy: -926.551990 hartree
net charge: +2

The geometry in XYZ format:
```
35
Properties=species:S:1:pos:R:3:forces:R:3:lowdin_charge:R:1
H -2.03640 -1.49380 -1.28366 0.174 -0.030 -0.029 0.10
H -4.02052 -0.60106 0.83539 -0.324 -0.156 0.057 0.08
C 1.39485 -1.35707 0.95808 -0.897 0.650 -0.221 -0.39
H 3.42702 1.47057 -3.87997 0.305 0.518 -0.407 0.12
C -2.76989 -1.79247 -0.53531 -0.564 0.424 0.013 -0.24
H -2.99973 0.34553 -0.20797 0.044 0.131 0.061 0.07
O 3.45482 2.03542 -3.10038 -0.340 -1.241 0.564 0.16
Ba 3.57838 -3.34104 1.79800 0.316 -0.491 0.451 2.08
C 1.86061 0.42909 -0.84442 0.222 0.255 0.304 0.08
H -3.43172 -2.49403 -1.03126 0.067 -0.317 -0.030 0.11
C 0.88659 0.07474 2.68228 -0.241 0.592 -1.553 -0.32
N 0.74446 -1.28539 2.17493 0.548 -0.459 0.404 -0.01
H 0.77452 2.41371 -4.06265 0.377 0.502 -0.588 0.10
O 1.85372 -2.43734 0.53528 -0.364 0.009 -0.732 -0.33
H 2.09217 -0.28286 -1.62355 0.017 -0.038 -0.105 0.14
H -1.24795 -3.04870 0.25744 -0.013 -0.384 0.102 0.11
C -2.08962 -2.48034 0.65000 0.311 0.371 -0.250 -0.17
C 1.60505 2.67757 -0.01943 -0.233 0.011 0.171 0.04
H -2.79893 -3.13628 1.14172 0.082 -0.261 0.127 0.12
N 1.20933 2.98536 -3.34282 -0.481 -1.024 1.231 0.19
H 1.62401 3.74226 -0.20315 0.005 0.121 0.025 0.14
C 1.88066 1.81303 -1.08379 0.478 -0.099 0.164 -0.05
H -4.40636 -0.40421 -0.88627 -0.239 -0.021 -0.010 0.08
H 1.05113 2.91995 2.07103 0.032 0.136 0.043 0.14
C -3.61121 -0.55554 -0.16829 0.568 0.093 -0.080 -0.09
H 0.43929 3.24998 -2.73333 -0.115 0.116 -0.222 0.08
B 2.21599 2.29209 -2.56865 -0.170 0.812 -0.798 -0.56
O -0.41709 -2.00860 2.38904 0.679 -0.433 0.523 -0.02
H -2.31517 -1.18787 2.34697 0.162 0.028 0.429 0.14
C 1.27843 2.23602 1.26844 0.185 -0.328 -0.020 0.06
C 1.52197 -0.00856 0.43009 0.403 -0.241 -0.369 -0.10
H -1.27474 -0.55692 1.10897 0.448 0.090 0.090 0.12
C -1.53673 -1.46716 1.64621 -0.906 0.100 -0.670 -0.15
C 1.23239 0.87142 1.47261 -0.110 0.414 -0.102 -0.07
O 0.83069 0.38251 3.80842 -0.424 0.154 1.423 0.25
```
Positions in Å, forces in eV/Å.

=====

Entry 4:
The following is a quantum chemistry calculation of a molecular structure, C5H9NOS, from the OMol25 dataset.

Calculated values
energy relative to the best compared isomer or geometry (same formula, charge and spin): 93.61 kcal/mol
electronic energy: -723.970616 hartree

The geometry in XYZ format:
```
17
Properties=species:S:1:pos:R:3:forces:R:3:lowdin_charge:R:1
C -1.10881 -1.38908 -0.57217 3.070 -0.182 -1.111 -0.05
S -1.04441 2.61184 -0.10217 -1.319 0.833 -1.247 0.77
H 2.84907 0.78759 -0.28665 1.826 -0.350 -0.101 0.06
H -1.53840 0.24009 0.75986 1.144 -0.535 0.508 0.12
N 1.08249 1.26459 -1.06544 -0.696 0.505 -0.347 -0.02
H -0.54016 -1.50177 -1.65570 -1.680 0.509 2.585 0.14
C -0.61587 -0.14186 0.25854 -1.065 -0.192 -2.227 -0.35
H -0.45712 3.01959 1.01416 0.809 -0.662 0.326 -0.15
H -0.74475 -2.26958 -0.00636 -0.695 0.093 -0.354 0.05
O 1.12021 -1.53512 1.46742 -0.294 -2.864 -1.932 -0.04
H 0.72668 0.45612 1.74429 0.286 -0.565 0.486 0.13
H 1.06174 -2.28740 0.72394 0.127 2.728 2.381 0.17
H -0.77027 0.84320 -1.57843 -2.286 -0.114 -3.081 0.05
C -0.31146 1.07647 -0.71600 1.367 0.165 3.191 -0.68
H -2.18692 -1.41131 -0.63443 -0.087 -0.070 -0.363 0.06
C 1.82696 0.58393 -0.36078 -2.606 -1.858 3.228 0.01
C 0.65104 -0.34729 1.00993 2.099 2.558 -1.941 -0.26
```
Positions in Å, forces in eV/Å.

=====

For reference, HOMO level by record: -9.00; -9.64; -15.03; -8.60 eV.
For reference, Kohn-Sham gap by record: 9.29; 9.98; 6.95; 9.19 eV.
For reference, LUMO level by record: 0.011; 0.012; -0.297; 0.022 Eh.